[1]
Entry from OMol25: a 2-piece molecular cluster, C16H32BrNO8P3 overall in a non-equilibrium geometry (wB97M-V/def2-TZVPD).

Structure (XYZ):
```
61
Properties=species:S:1:pos:R:3:lowdin_charge:R:1
C 5.5910 3.4640 -0.4343 -0.070
C 4.4910 2.3623 -0.6233 -0.299
O 4.6447 1.4484 0.4628 -0.256
P 3.5837 0.1606 0.3363 0.633
O 3.3348 -0.2670 -1.0742 -0.282
C 2.0743 0.6605 1.3032 -0.266
C 0.7272 0.4136 0.5632 -0.335
P 0.3777 1.6115 -0.8886 0.532
O 0.1522 0.1907 -1.9082 -0.336
C -1.1604 -0.2705 -1.8106 -0.285
C -2.1164 0.9785 -1.5123 -0.571
C -3.3945 0.2914 -1.0076 -0.181
C -4.4941 1.2077 -0.3861 -0.661
C -4.6990 0.9719 1.1379 -0.149
Br -4.2551 3.1452 -0.6609 0.724
P -2.3399 1.6949 -3.2461 0.578
O -3.8211 1.5887 -3.5620 -0.362
O -1.9039 3.2726 -3.3606 -0.165
O -1.4712 0.9243 -4.4078 -0.137
O -1.3735 1.7104 -0.6011 -0.337
O 4.3215 -1.1174 1.1220 -0.232
C 5.6102 -1.3815 0.5637 -0.306
C 5.5790 -2.3484 -0.6467 -0.090
H 6.4098 3.2722 -1.1398 0.063
H 5.1483 4.4528 -0.5985 0.064
H 5.9454 3.4274 0.6031 0.068
H 4.5932 1.8954 -1.6075 0.110
H 3.5251 2.8880 -0.5995 0.094
H 2.1682 1.6848 1.6895 0.080
H 2.1031 -0.0011 2.1903 0.076
H -0.0904 0.4824 1.3073 0.073
H 0.7369 -0.6438 0.2555 0.067
H 1.7750 1.8003 -1.1683 -0.036
H 0.4572 2.7480 0.0205 -0.001
H 0.1395 2.4082 -2.0703 -0.002
H -1.4600 -0.9407 -2.6306 0.113
H -1.1847 -0.9368 -0.9179 0.097
H -3.8605 -0.3029 -1.8026 0.117
H -3.0780 -0.4276 -0.2363 0.098
H -5.4413 0.9515 -0.8765 0.080
H -4.4970 -0.0868 1.3412 0.051
H -5.7424 1.2373 1.3631 0.065
H -4.0503 1.6541 1.6978 0.060
H -2.3973 3.7517 -2.6913 0.017
H -2.0514 0.2356 -4.7342 0.064
H 6.1523 -0.4754 0.2651 0.103
H 6.1857 -1.8680 1.3663 0.108
H 5.6095 -1.7777 -1.5814 0.065
H 4.7271 -3.0339 -0.6416 0.077
H 6.4992 -2.9585 -0.6070 0.065
N -4.0417 -2.8806 1.6827 0.058
C -4.8114 -3.2530 2.7077 -0.159
C -4.3371 -3.9192 3.8261 -0.083
C -2.9856 -4.2203 3.8865 -0.088
C -2.1679 -3.8439 2.8336 -0.070
C -2.7424 -3.1787 1.7620 -0.142
H -5.8614 -2.9975 2.6152 0.101
H -5.0083 -4.1944 4.6286 0.096
H -2.5752 -4.7405 4.7433 0.101
H -1.1083 -4.0597 2.8424 0.103
H -2.1413 -2.8609 0.9170 0.101
```

Properties
- Total energy: -4883.75087 a.u.
- Multiplicity: 1
- Frontier orbital gap: 7.013 eV
- F_max: 3.286 eV Å⁻¹
- Net charge: -1

---

[2]
Entry from OMol25: one molecule with the formula C5H7N (wB97M-V/def2-TZVPD).

Structure (XYZ):
```
13
Properties=species:S:1:pos:R:3:lowdin_charge:R:1
C -0.4342 2.8710 0.3817 0.108
C -0.6679 1.6905 0.3979 -0.121
C -0.8986 0.2397 0.4059 -0.239
N 0.3743 -0.4565 0.5255 -0.130
C 1.0734 -0.6957 -0.7197 -0.149
C 0.4368 -1.8141 0.0216 -0.148
H -0.2142 3.9159 0.3753 0.023
H -1.5267 -0.0312 1.2626 0.123
H -1.4548 -0.0450 -0.5071 0.120
H 2.1486 -0.5406 -0.6974 0.101
H 0.5832 -0.3822 -1.6429 0.107
H 1.0394 -2.4980 0.6146 0.100
H -0.4594 -2.2539 -0.4182 0.103
```

Properties
- Total energy: -249.35290 a.u.
- SMILES: C#CCN1CC1
- Energy above the lowest of the compared OMol25 structures with the same formula, charge and spin: 315.96 kJ/mol
- Multiplicity: 1
- Frontier orbital gap: 10.589 eV
- F_max: 0.504 eV Å⁻¹

---

[3]
Entry from OMol25: a 12-piece molecular cluster, C18H38F3N11O25S overall in a non-equilibrium geometry (wB97M-V/def2-TZVPD).

Structure (XYZ):
```
96
Properties=species:S:1:pos:R:3:lowdin_charge:R:1
O -1.9708 -2.6213 -0.4841 0.177
C -1.8264 -1.6337 -1.0686 -0.457
O -2.8608 -0.8462 -1.4746 0.122
C -2.4148 0.4290 -1.6660 -0.395
O -2.8521 1.1318 -2.4905 0.200
C -1.0037 0.5175 -1.1131 -0.139
C -0.1184 1.6743 -0.7908 -0.136
C -0.0122 2.8737 -1.7499 -0.025
C 0.4081 2.4419 -3.1506 -0.650
F 1.1238 1.3365 -3.1632 0.169
F 1.2324 3.3933 -3.6513 0.104
F -0.5846 2.3560 -4.0165 0.148
C -0.5960 -0.7437 -0.9988 -0.437
S 1.0542 -1.3111 -0.6334 0.860
H 0.8405 1.3286 -0.4056 0.082
H -0.5890 2.0953 0.1156 0.119
H -0.8967 3.5160 -1.7647 0.130
H 0.7926 3.5107 -1.3669 0.136
H 1.4304 -1.7042 -1.8819 -0.083
C 2.4690 1.2815 2.6172 0.051
N 2.1491 2.5082 1.8347 -0.425
O 3.0756 3.1567 1.3911 0.071
O 0.9702 2.7733 1.6879 0.042
H 3.5466 1.1690 2.6618 0.091
H 2.0497 1.4077 3.6127 0.079
H 2.0138 0.4378 2.1043 0.074
C 4.5103 -3.5906 1.4506 0.048
N 4.1283 -2.2010 1.8286 -0.427
O 3.2514 -2.0670 2.6619 0.044
O 4.7190 -1.2949 1.2765 0.054
H 3.9044 -4.2845 2.0228 0.085
H 4.3289 -3.7045 0.3876 0.075
H 5.5639 -3.7136 1.6845 0.105
C -0.6605 -5.6182 -0.6207 0.053
N 0.7114 -5.4496 -0.0699 -0.440
O 1.1410 -6.3259 0.6576 0.056
O 1.3109 -4.4414 -0.3848 0.013
H -1.0666 -6.5553 -0.2561 0.096
H -1.2560 -4.7758 -0.2798 0.073
H -0.5784 -5.6258 -1.7041 0.105
C -2.8682 -1.0928 2.8165 0.066
N -2.0134 -0.1476 2.0487 -0.401
O -2.5283 0.4511 1.1216 0.070
O -0.8567 -0.0395 2.3962 0.086
H -3.8658 -1.0817 2.3905 0.101
H -2.4202 -2.0792 2.7320 0.102
H -2.8820 -0.7541 3.8488 0.104
C 0.6209 6.4433 -4.8547 0.046
N -0.6452 6.7259 -4.1271 -0.448
O -1.4051 7.5307 -4.6145 0.070
O -0.8281 6.1169 -3.0853 0.040
H 0.6449 7.0491 -5.7537 0.096
H 1.4430 6.6978 -4.1914 0.102
H 0.6282 5.3849 -5.0984 0.086
C 1.6281 -4.9513 4.5790 0.045
N 2.7460 -4.7683 5.5441 -0.449
O 2.4706 -4.7350 6.7268 0.065
O 3.8623 -4.6644 5.0747 0.054
H 0.6982 -5.0292 5.1315 0.093
H 1.6194 -4.0827 3.9239 0.089
H 1.8238 -5.8627 4.0200 0.100
C 7.6576 -1.6646 -1.5546 0.052
N 6.8039 -2.8657 -1.7669 -0.437
O 5.7175 -2.8817 -1.2207 0.046
O 7.2553 -3.7444 -2.4712 0.073
H 7.1262 -0.9725 -0.9096 0.093
H 8.5812 -1.9984 -1.0900 0.101
H 7.8468 -1.2220 -2.5286 0.101
C 3.2736 0.9089 7.4559 0.048
N 2.5242 1.7576 6.4888 -0.451
O 3.0031 2.8331 6.1933 0.072
O 1.4783 1.3078 6.0604 0.050
H 4.1767 1.4327 7.7488 0.094
H 2.6268 0.7404 8.3123 0.100
H 3.5112 -0.0257 6.9549 0.101
C -3.5139 3.5942 -4.6130 0.045
N -3.7936 4.8104 -5.4219 -0.435
O -2.8360 5.4296 -5.8383 0.060
O -4.9602 5.0990 -5.6024 0.066
H -2.4427 3.4671 -4.5353 0.069
H -3.9560 3.7444 -3.6329 0.082
H -3.9668 2.7474 -5.1213 0.107
C -5.6631 -2.3714 -1.9027 0.051
N -6.1315 -3.7408 -1.5507 -0.450
O -5.4726 -4.3717 -0.7463 0.059
O -7.1440 -4.1324 -2.0954 0.061
H -4.7605 -2.1593 -1.3465 0.065
H -5.4724 -2.3560 -2.9724 0.106
H -6.4544 -1.6760 -1.6351 0.103
C -5.8012 3.3188 -1.0954 0.040
N -5.6886 2.4505 0.1002 -0.451
O -5.9080 1.2651 -0.0602 0.051
O -5.3831 2.9816 1.1468 0.073
H -6.0732 2.7003 -1.9438 0.094
H -6.5681 4.0625 -0.8975 0.104
H -4.8310 3.7838 -1.2500 0.094
```

Properties
- Total energy: -3888.74070 a.u.
- SMILES: O=C1OC(=O)C(CCC(F)(F)F)=C1S.C[N+](=O)[O-].C[N+](=O)[O-].C[N+](=O)[O-].C[N+](=O)[O-].C[N+](=O)[O-].C[N+](=O)[O-].C[N+](=O)[O-].C[N+](=O)[O-].C[N+](=O)[O-].C[N+](=O)[O-].C[N+](=O)[O-]
- Energy above the lowest of the compared OMol25 structures with the same formula, charge and spin: 62.46 kJ/mol
- Multiplicity: 1
- Frontier orbital gap: 9.030 eV
- F_max: 4.444 eV Å⁻¹

---

[4]
Entry from OMol25: C8H32BeN16O12S as an isolated structure in a non-equilibrium geometry (wB97M-V/def2-TZVPD).

Structure (XYZ):
```
70
Properties=species:S:1:pos:R:3:lowdin_charge:R:1
Be -0.0342 2.8880 2.0869 0.765
S 0.4090 0.3528 0.3458 0.204
O 1.1233 0.8236 1.5163 -0.400
O 1.3296 0.2486 -0.7244 -0.333
O -0.4356 -0.7851 0.5580 -0.329
O -0.4414 1.5373 0.1831 -0.438
C -2.9878 1.0723 3.3335 -0.725
O -1.8812 1.3510 2.7663 -0.081
N -3.4816 1.7783 4.3241 0.182
N -3.6546 0.0404 3.0602 0.207
H -2.9994 2.5439 4.7728 0.128
H -4.3952 1.3825 4.4936 0.116
H -3.1753 -0.5507 2.3961 0.096
H -4.1962 -0.5047 3.7156 0.143
C -3.4747 0.2513 -1.1880 -0.758
O -4.5828 0.0115 -1.7067 -0.009
N -3.3297 1.1052 -0.2324 0.186
N -2.3273 -0.3787 -1.4767 0.158
H -2.4036 1.3287 0.1031 0.056
H -4.1248 1.5003 0.2492 0.124
H -1.6635 -0.3302 -0.7171 0.032
H -2.2939 -0.7587 -2.4119 0.130
C -0.3514 3.3845 -2.9479 -0.707
O -0.6488 4.1122 -3.9359 -0.021
N -1.1874 2.9609 -2.0098 0.148
N 0.8212 2.9925 -2.5217 0.161
H -0.7715 2.2337 -1.4456 0.035
H -2.1198 3.3476 -2.0428 0.118
H 0.9713 2.4565 -1.6789 0.064
H 1.6491 3.2073 -3.0589 0.120
C -3.1959 -3.0628 1.5453 -0.743
O -4.0550 -3.7914 2.0864 -0.026
N -2.0672 -2.6394 2.0406 0.178
N -3.6148 -2.4090 0.4766 0.172
H -1.9401 -2.8550 3.0191 0.126
H -1.4575 -2.0252 1.5199 0.060
H -3.0312 -1.7761 -0.0516 0.056
H -4.6208 -2.3392 0.4198 0.122
C 1.1847 -3.8793 -0.2882 -0.842
O 1.7052 -4.9293 -0.2121 0.073
N 0.6036 -3.4875 -1.3546 0.176
N 1.2985 -2.8432 0.5339 0.167
H 0.6709 -4.2422 -2.0225 0.138
H 0.0711 -2.6363 -1.2451 0.104
H 1.9370 -3.0650 1.2843 0.115
H 0.8703 -1.9549 0.3152 0.022
C 3.8753 2.7449 -1.2940 -0.838
O 4.5720 3.5468 -1.8192 0.072
N 3.2651 2.7481 -0.1661 0.177
N 3.4737 1.6362 -1.8290 0.150
H 3.2989 3.6265 0.3313 0.125
H 2.7165 1.9466 0.1107 0.073
H 3.6757 1.3772 -2.7841 0.122
H 2.7424 1.0476 -1.4563 0.038
C 3.8704 -0.5826 2.9696 -0.745
O 4.9532 -0.8579 3.6089 -0.071
N 2.7928 -0.0890 3.5889 0.160
N 3.7657 -0.7938 1.7380 0.192
H 2.0511 0.2667 3.0028 0.045
H 2.9811 0.0202 4.5752 0.110
H 4.5502 -1.2525 1.2971 0.140
H 2.9088 -0.5007 1.2909 0.073
C 1.3190 -1.1986 -3.8403 -0.770
O 1.1680 -1.8580 -4.8415 0.037
N 2.1448 -1.2986 -2.8215 0.160
N 0.6352 -0.0891 -3.6418 0.155
H 1.7999 -0.8076 -2.0091 0.030
H 2.7507 -2.0882 -2.6496 0.120
H 0.6208 0.3867 -2.7510 0.054
H 0.3686 0.4028 -4.4826 0.122
```

Properties
- Total energy: -2516.18247 a.u.
- Multiplicity: 2
- Frontier orbital gap (alpha / beta): 8.435 / 6.471 eV
- F_max: 7.659 eV Å⁻¹
- Net charge: -1

---

[5]
Entry from OMol25: C40H51F4IMnN5O5PS as an isolated structure in a non-equilibrium geometry (wB97M-V/def2-TZVPD).

Structure (XYZ):
```
109
Properties=species:S:1:pos:R:3:lowdin_charge:R:1
Mn -0.2444 -1.1334 -1.4897 0.599
F -2.6765 -1.0525 4.7929 0.029
C -1.3653 -0.9040 4.4348 -0.217
C -1.0567 -0.9476 3.0937 0.058
C 0.2852 -0.8622 2.6670 -0.065
C 0.6065 -0.9249 1.2688 -0.336
O -0.3235 -0.9598 0.4022 -0.139
C 2.0040 -0.9707 0.9416 -0.082
C 2.9365 -0.8965 1.9261 0.023
N 2.6221 -0.7238 3.2483 0.002
C 3.6731 -0.6987 4.2139 -0.276
C 3.9845 0.5698 4.9640 -0.109
C 4.9341 0.0568 3.9261 -0.091
C 1.2971 -0.7226 3.6440 -0.134
C 0.9470 -0.5877 4.9793 0.006
C -0.3979 -0.6919 5.4062 -0.186
N -0.6431 -0.5563 6.8108 -0.137
C 0.1298 -1.4076 7.7017 -0.130
C 0.3995 -0.5751 8.9765 -0.090
N -0.5971 0.5229 8.9558 0.018
C -1.9570 -0.0320 8.7580 -0.089
C -2.0149 -0.4802 7.2801 -0.144
C 2.4949 -1.0975 -0.4797 -0.593
O 3.6928 -1.1963 -0.6967 0.051
O 1.5951 -1.1161 -1.4046 -0.190
H -1.8357 -1.0990 2.3653 0.114
H 3.9813 -0.9745 1.6736 0.134
H 3.7710 -1.6325 4.7677 0.152
H 4.2581 0.4946 6.0074 0.093
H 3.4099 1.4491 4.7159 0.107
H 5.8671 -0.3835 4.2427 0.102
H 4.9952 0.6055 3.0000 0.108
H 1.7120 -0.3966 5.7139 0.080
H 1.0648 -1.6884 7.2230 0.119
H -0.4080 -2.3328 7.9517 0.133
H 1.3971 -0.1336 8.9645 0.132
H 0.2835 -1.1678 9.8839 0.131
H -0.3988 1.0118 8.0586 0.185
H -0.5235 1.1408 9.7652 0.184
H -2.7086 0.7282 8.9694 0.132
H -2.1035 -0.8672 9.4442 0.132
H -2.5475 0.2573 6.6797 0.134
H -2.5559 -1.4327 7.1992 0.135
C -3.1462 -1.2994 -4.4034 -0.084
C -1.8264 -2.0111 -4.6987 -0.649
C -1.7790 -3.3582 -3.9689 -0.128
C -1.7292 -2.2785 -6.2001 -0.088
P -0.3716 -1.0588 -3.9063 1.162
C 1.0435 -1.7367 -4.8583 -0.331
C 1.2901 -1.5045 -6.2094 -0.110
C 2.3780 -2.0841 -6.8358 -0.084
C 3.2364 -2.9104 -6.1319 -0.086
C 2.9969 -3.1560 -4.7916 -0.065
C 1.9100 -2.5764 -4.1636 -0.080
C -0.3948 0.8046 -4.3110 -0.652
C -0.8242 1.2651 -5.6997 -0.076
C -1.3169 1.4501 -3.2720 -0.099
C 1.0425 1.2417 -4.0164 -0.094
H -3.9843 -1.9668 -4.6072 0.091
H -3.2624 -0.4173 -5.0289 0.067
H -3.1985 -0.9974 -3.3604 0.050
H -2.5731 -4.0178 -4.3184 0.090
H -1.9017 -3.2127 -2.8931 0.049
H -0.8219 -3.8478 -4.1524 0.057
H -2.6066 -2.8533 -6.5016 0.087
H -0.8450 -2.8622 -6.4452 0.073
H -1.7209 -1.3592 -6.7799 0.070
H 0.6339 -0.8763 -6.7871 0.083
H 2.5565 -1.8886 -7.8823 0.100
H 4.0891 -3.3515 -6.6262 0.100
H 3.6645 -3.7940 -4.2344 0.107
H 1.7365 -2.7542 -3.1089 0.084
H -1.8285 0.9303 -5.9434 0.063
H -0.1444 0.9353 -6.4785 0.061
H -0.8268 2.3546 -5.7088 0.082
H -2.3643 1.2146 -3.4462 0.073
H -1.1925 2.5327 -3.2869 0.078
H -1.0426 1.0985 -2.2671 0.045
H 1.7232 0.9232 -4.8032 0.079
H 1.3796 0.8056 -3.0708 0.055
H 1.1090 2.3223 -3.9065 0.066
C -1.7387 6.0174 0.5863 -0.013
C -0.7253 5.4016 -0.3192 -0.268
C -0.2391 5.9555 -1.4737 0.011
C 0.6946 5.2145 -2.2349 -0.299
N 1.0964 4.0060 -1.8726 0.102
C 0.6393 3.4523 -0.7589 -0.834
S 1.0783 1.9560 -0.1938 0.788
N -0.2673 4.1656 0.0274 0.092
C 1.2671 5.7536 -3.5065 -0.023
H -1.8768 7.0700 0.3604 0.083
H -1.4354 5.9124 1.6273 0.088
H -2.6939 5.5054 0.4657 0.096
H -0.5604 6.9307 -1.8010 0.113
H -0.5976 3.6953 0.8590 0.131
H 1.3444 6.8386 -3.4723 0.078
H 0.6313 5.4837 -4.3516 0.088
H 2.2467 5.3137 -3.6773 0.086
F -5.3984 -1.3699 -0.9715 0.133
C -4.3397 -0.7101 -0.4623 -0.522
F -4.6903 -0.3263 0.7768 0.133
F -4.2184 0.4154 -1.1889 0.123
C -3.0223 -1.5913 -0.4856 -0.552
O -2.9696 -2.5272 0.2801 0.086
O -2.2132 -1.2051 -1.3662 -0.122
I -0.2416 -5.8997 -1.4848 0.732
C -0.1559 -4.1279 -0.4122 -0.541
H 0.3619 -3.3244 -0.9365 -0.068
H -1.0466 -3.9040 0.1467 -0.048
```

Properties
- Total energy: -4792.40604 a.u.
- Multiplicity: 6
- Frontier orbital gap (alpha / beta): 2.865 / 4.898 eV
- F_max: 2.040 eV Å⁻¹

---

[6]
Entry from OMol25: one molecule with the formula C4H9NO2 (wB97M-V/def2-TZVPD).

Structure (XYZ):
```
16
Properties=species:S:1:pos:R:3:lowdin_charge:R:1
C 1.5384 -0.7665 0.6828 -0.059
C 0.1859 -0.4264 0.0650 -0.350
C -0.8512 -0.1416 1.1582 -0.247
O -2.1809 -0.1633 0.7190 -0.057
N 0.3726 0.7071 -0.8502 0.060
C -0.5100 1.0491 -1.8121 -0.330
O -1.6356 0.5868 -1.9295 0.011
H 2.3177 -0.8591 -0.0814 0.081
H 1.4804 -1.7161 1.2205 0.085
H 1.8449 0.0092 1.3958 0.087
H -0.1820 -1.2717 -0.5312 0.156
H -0.7534 -0.9188 1.9285 0.123
H -0.5843 0.8211 1.6298 0.126
H -2.2046 0.1321 -0.2081 0.046
H 1.2807 1.1482 -0.8761 0.133
H -0.1186 1.8100 -2.5109 0.136
```

Properties
- Total energy: -363.05643 a.u.
- SMILES: C[C@@H](CO)NC=O
- Energy above the lowest of the compared OMol25 structures with the same formula, charge and spin: 76.41 kJ/mol
- Multiplicity: 1
- Frontier orbital gap: 10.669 eV
- F_max: 0.399 eV Å⁻¹